DFT (ωB97M-V/def2-TZVPD) results for a structure of composition C21H33CoN4O10S in a non-equilibrium geometry.

Last column: Mulliken charge in e.
Positions of all 70 atoms, in Å:
1 Co 0.15 -0.08 0.47  1.117
2 S -2.39 -1.42 0.09  0.627
3 O 3.60 -4.07 -5.07  -0.593
4 O -1.05 0.89 1.80  -0.331
5 O 1.33 0.15 2.00  -0.667
6 O 3.30 2.10 -4.88  -0.560
7 O 4.22 -2.42 -6.31  -0.588
8 O 0.15 1.63 -0.31  -0.360
9 O 2.62 2.43 -2.86  -0.662
10 O 1.16 -1.39 -0.02  -0.532
11 O -1.26 -0.58 -0.61  -0.310
12 O 0.79 -3.26 -1.15  -0.554
13 N 2.92 1.71 -3.80  0.994
14 N -0.52 3.78 -0.31  0.089
15 N 1.44 -0.08 4.24  0.079
16 N 3.71 -2.90 -5.33  1.052
17 C -2.43 -4.06 2.01  -1.411
18 C -0.52 2.58 0.20  0.846
19 C -2.09 -3.15 -0.35  -0.653
20 C -3.84 -0.94 -0.89  -1.042
21 C -1.47 -3.89 0.83  -0.301
22 C 2.13 -0.19 -2.47  -0.444
23 C -1.31 4.89 0.25  -1.074
24 C -1.34 2.25 1.43  -0.973
25 C 2.78 0.26 -3.61  -0.253
26 C 1.23 -2.14 -1.14  0.184
27 C -0.65 0.68 3.16  -0.931
28 C 0.82 0.01 5.56  -0.985
29 C 0.30 4.10 -1.49  -0.936
30 C 2.82 -0.59 4.19  -0.987
31 C 0.80 0.23 3.14  0.989
32 C -3.42 -2.02 -3.19  -1.151
33 C -3.61 -0.74 -2.38  -0.230
34 C 2.48 -2.45 -3.24  -0.692
35 C 3.31 -0.59 -4.56  -0.525
36 C 1.97 -1.56 -2.30  0.641
37 C 3.15 -1.95 -4.34  -0.271
38 H -0.76 1.60 3.74  0.600
39 H -0.32 4.07 -2.38  0.335
40 H -1.98 -4.67 2.78  0.416
41 H -0.67 5.51 0.88  0.352
42 H -2.78 -0.06 -2.53  0.102
43 H -2.16 4.53 0.82  0.414
44 H -4.19 -0.03 -0.40  0.446
45 H 1.60 0.26 6.28  0.358
46 H -1.68 5.48 -0.58  0.408
47 H 3.10 -0.80 3.17  0.326
48 H 3.49 0.16 4.61  0.354
49 H 1.76 0.54 -1.77  0.655
50 H -1.07 2.93 2.25  0.648
51 H -4.56 -1.73 -0.67  0.601
52 H -2.41 2.36 1.23  0.372
53 H -1.43 -3.13 -1.22  0.061
54 H 1.12 3.39 -1.58  0.321
55 H -0.55 -3.38 1.13  0.105
56 H 0.07 0.80 5.60  0.368
57 H -3.47 -1.79 -4.26  0.403
58 H -1.29 -0.08 3.62  0.497
59 H 2.37 -3.52 -3.12  0.672
60 H 0.37 -0.94 5.84  0.339
61 H -4.50 -0.21 -2.73  0.475
62 H 0.70 5.10 -1.36  0.402
63 H -3.06 -3.57 -0.64  0.695
64 H -3.35 -4.55 1.70  0.361
65 H -2.70 -3.10 2.46  0.295
66 H 2.87 -1.49 4.80  0.377
67 H -2.45 -2.48 -3.01  0.211
68 H 3.81 -0.22 -5.44  0.637
69 H -4.19 -2.75 -2.98  0.319
70 H -1.16 -4.86 0.45  0.477

Total charge: +2
HOMO energy (alpha / beta) (eV): -15.120 / -15.124
Spin multiplicity: 1
E (eV): -97189.3424
Largest force on an atom (eV Å⁻¹): 1.44
Kohn-Sham gap (alpha / beta) (eV): 7.313 / 7.084
Energy relative to the best compared isomer or geometry (same formula, charge and spin) (kcal/mol): 47.55